Entry 1:
65
Properties=species:S:1:pos:R:3:nbo_charge:R:1 method="wB97M-V/def2-TZVPD" homo_ev=-8.924 relative_energy_ev=0.142 smiles="CCCC[C@@](C)(O)C/C=C/[C@H]1[C@H](O)CC(=O)[C@@H]1CCCCCCC(=O)OC" largest_force_ev_per_a=0.9 e_tot_ha=-1237.29997 orbital_gap_ev=9.570
C -9.4834 -0.3706 -0.4429 -0.60
C -8.3898 -0.0445 0.5671 -0.38
C -6.9961 -0.2769 -0.0124 -0.40
C -5.9055 0.0620 1.0027 -0.40
H -6.0376 -0.5502 1.8968 0.20
H -6.0206 1.1091 1.2914 0.20
C -4.4627 -0.1341 0.4826 0.27
C -4.1342 -1.6204 0.3169 -0.66
H -4.1536 -2.1222 1.2806 0.21
H -3.1437 -1.7307 -0.1197 0.24
H -4.8553 -2.1039 -0.3394 0.20
O -4.2797 0.5507 -0.7453 -0.73
H -4.6252 0.0001 -1.4552 0.47
C -3.4888 0.5290 1.4867 -0.45
C -2.0660 0.1714 1.1928 -0.18
C -1.3510 0.7471 0.2398 -0.17
C 0.0159 0.3058 -0.1638 -0.27
H 0.4174 -0.3675 0.6023 0.20
C 1.0095 1.4553 -0.4010 -0.33
C 1.7125 1.1341 -1.7082 0.63
O 2.4497 1.8718 -2.3100 -0.55
C 1.3455 -0.2666 -2.1141 -0.56
H 1.3832 -0.4162 -3.1914 0.24
C -0.0341 -0.4953 -1.4931 0.12
O -0.3733 -1.8426 -1.3116 -0.71
H 0.3087 -2.2532 -0.7652 0.46
H -0.8180 -0.0929 -2.1428 0.18
H 2.0772 -0.9316 -1.6421 0.26
C 2.0385 1.5403 0.7387 -0.38
C 3.0018 2.7166 0.5953 -0.42
C 4.2237 2.6132 1.5128 -0.39
H 3.9052 2.7261 2.5524 0.20
C 5.0039 1.3005 1.3956 -0.40
H 5.9044 1.3772 2.0112 0.20
C 5.4054 0.9500 -0.0369 -0.40
H 4.5369 0.9903 -0.6925 0.22
H 6.1365 1.6733 -0.4007 0.21
C 5.9958 -0.4570 -0.1211 -0.50
C 4.9578 -1.5218 0.1370 0.81
O 3.7835 -1.4494 -0.1285 -0.64
O 5.5105 -2.6037 0.6957 -0.50
C 4.6449 -3.7011 0.9522 -0.26
H 4.1975 -4.0575 0.0221 0.19
H 3.8478 -3.4031 1.6367 0.19
H 5.2605 -4.4764 1.4001 0.20
H 6.8162 -0.5958 0.5841 0.23
H 6.3826 -0.6346 -1.1284 0.24
H 4.4062 0.4857 1.8087 0.19
H 4.8924 3.4454 1.2813 0.20
H 3.3350 2.7871 -0.4394 0.23
H 2.4732 3.6448 0.8255 0.20
H 2.5939 0.6025 0.7391 0.21
H 1.5000 1.6159 1.6867 0.21
H 0.4974 2.4172 -0.4962 0.23
H -1.7866 1.5422 -0.3491 0.20
H -1.6457 -0.6428 1.7691 0.19
H -3.6267 1.6070 1.3929 0.22
H -3.7593 0.2226 2.4972 0.21
H -6.9157 -1.3218 -0.3207 0.19
H -6.8723 0.3509 -0.8977 0.20
H -8.4822 0.9987 0.8774 0.19
H -8.5195 -0.6665 1.4559 0.19
H -10.4669 -0.1990 -0.0118 0.21
H -9.3834 0.2537 -1.3282 0.20
H -9.4214 -1.4125 -0.7507 0.20

=====

Entry 2:
20
Properties=species:S:1:pos:R:3:nbo_charge:R:1 method="wB97M-V/def2-TZVPD" homo_ev=-9.056 relative_energy_ev=0.399 smiles="O=CCCS.O.O.O" largest_force_ev_per_a=1.9 e_tot_ha=-820.62010 orbital_gap_ev=9.355
O 3.0524 -0.5062 -1.8717 -0.52
C 3.0728 -0.2656 -0.6845 0.43
C 2.1218 -0.8387 0.2833 -0.54
C 1.0506 -1.6747 -0.4188 -0.50
S 0.1020 -2.7279 0.7590 -0.08
H 3.9487 0.3298 -0.3816 0.12
H 1.5729 -0.0779 0.8531 0.24
H 2.6782 -1.3411 1.0844 0.24
H 0.4694 -0.9955 -1.0380 0.24
H 1.5163 -2.3786 -1.1020 0.22
H -0.8700 -3.1575 -0.0719 0.14
H -2.8670 2.6282 -0.1775 0.47
H -2.2175 1.9045 1.0664 0.50
O -2.2533 1.9552 0.0871 -0.99
H -1.6715 0.8493 -1.8614 0.49
H -0.7720 0.8092 -3.0598 0.46
O -1.5179 0.3731 -2.6657 -0.95
H -3.1482 2.2129 3.0752 0.50
H -1.9942 1.0196 3.2346 0.50
O -2.2734 1.8819 2.8896 -0.98

=====

Entry 3:
9
Properties=species:S:1:pos:R:3:nbo_charge:R:1 method="wB97M-V/def2-TZVPD" homo_ev=-9.761 relative_energy_ev=4.635 largest_force_ev_per_a=6.5 e_tot_ha=-676.57115 orbital_gap_ev=9.575
C -0.3611 0.8811 -0.1059 -0.40
C 0.2129 -0.0291 0.8528 0.24
C -0.3094 -1.2376 0.9112 -0.40
H 0.2288 2.2404 -0.2252 0.27
H -1.9192 1.1735 -0.0492 0.25
H -0.1558 -1.6878 2.0283 0.22
H -0.7146 -1.9115 0.2109 0.24
F 0.9505 0.4514 1.9767 -0.34
Cl -0.1910 -0.0920 -1.7473 -0.09

=====

Entry 4:
9
Properties=species:S:1:pos:R:3:nbo_charge:R:1 method="wB97M-V/def2-TZVPD" homo_ev="-8.445 / -8.442" relative_energy_ev=1.852 largest_force_ev_per_a=5.3 e_tot_ha=-1989.39494 orbital_gap_ev="8.043 / 8.039"
C -0.7584 0.2768 -0.2904 0.15
N -1.1336 -0.3374 0.9369 -0.59
N 1.4249 0.6075 -0.4626 -0.61
Cl -1.0948 -0.8687 -1.5989 0.03
Cl -0.8124 0.5824 2.3755 0.15
Cl 2.0373 -0.5153 0.6627 0.08
Cl 1.8240 0.2706 -2.0408 0.14
H -0.7239 1.2450 -0.6065 0.23
H -0.7631 -1.2608 1.0240 0.41